1.
Below is a 2-piece molecular cluster, C21H40BN3O2S2 overall at a distorted geometry, with properties calculated with wB97M-V/def2-TZVPD.

```
69
Properties=species:S:1:pos:R:3:mulliken_charge:R:1
C -2.06 -0.71 3.20 -1.2346
C -1.81 -1.95 2.31 -0.4166
C -1.81 -1.52 0.84 1.0134
C -1.52 -2.66 -0.15 -1.4894
N -0.13 -2.62 -0.67 0.6637
C -0.04 -2.12 -2.04 -1.3371
C -0.78 -0.79 -2.30 -0.0867
C 0.06 0.26 -3.06 -1.4365
C 1.20 0.93 -2.27 -1.0158
C 0.70 1.88 -1.16 0.7078
C 0.86 3.33 -1.71 -0.8375
N 0.43 4.14 -0.55 -0.3372
C 1.22 3.57 0.49 -0.0203
O 1.56 4.10 1.45 -0.4723
C 1.61 2.10 0.10 -0.1161
B 1.47 1.08 1.30 0.4155
C 1.89 -0.45 1.15 -0.4308
O 0.98 1.50 2.50 -0.6490
C 0.46 -3.90 -0.57 -0.0137
S 0.06 -5.17 -1.51 -0.1986
S 1.69 -4.13 0.71 -0.1251
C 3.12 -4.89 -0.13 -0.7547
C 4.29 -3.88 -0.23 0.0815
C 4.83 -3.71 -1.67 -1.1333
H -1.68 0.20 2.75 0.1016
H -1.57 -0.85 4.17 0.4256
H -3.11 -0.58 3.43 0.3202
H -2.60 -2.69 2.46 0.4867
H -0.82 -2.35 2.56 0.1282
H -1.04 -0.75 0.72 -0.8250
H -2.75 -1.03 0.60 0.4296
H -2.24 -2.73 -0.97 0.1965
H -1.63 -3.60 0.40 0.7703
H -0.36 -2.84 -2.79 0.4237
H 1.03 -1.94 -2.24 0.5925
H -1.17 -0.30 -1.41 0.0441
H -1.62 -1.04 -2.96 0.4323
H 0.44 -0.24 -3.95 0.3726
H -0.61 1.08 -3.33 0.4403
H 1.94 0.20 -1.92 0.4477
H 1.73 1.55 -3.00 0.5297
H -0.36 1.86 -0.92 0.2567
H 1.92 3.58 -1.79 0.4579
H 0.30 3.57 -2.62 0.3296
H -0.57 4.08 -0.40 0.0952
H 2.66 2.15 -0.19 0.2339
H 1.83 -0.68 0.09 -0.0508
H 2.92 -0.63 1.44 0.3232
H 1.19 -1.11 1.65 0.0675
H 1.17 0.80 3.14 0.3164
H 2.86 -5.30 -1.11 0.4334
H 3.48 -5.72 0.47 0.3505
H 5.11 -4.22 0.39 0.4182
H 3.98 -2.90 0.14 -0.1806
H 4.84 -2.66 -1.97 0.2808
H 5.85 -4.09 -1.78 0.3179
H 4.21 -4.26 -2.38 0.3099
C -2.93 4.86 0.33 -0.9630
C -4.18 4.67 1.19 -0.5668
C -3.98 3.64 2.31 -0.4523
C -3.67 2.32 1.74 0.2285
N -3.42 1.30 1.30 -0.3812
H -2.67 3.93 -0.19 0.1759
H -3.10 5.62 -0.43 0.3014
H -2.08 5.17 0.94 0.3621
H -5.01 4.37 0.55 0.3322
H -4.45 5.63 1.64 0.3253
H -4.89 3.56 2.90 0.3172
H -3.17 3.94 2.97 0.2676
```

- SMILES: CCCCN(CCCC[C@@H]1CNC(=O)[C@H]1B(C)O)C(=S)SCCC.CCCC#N
- Charge: 0
- Spin multiplicity: 1
- Largest force on an atom: 4.77 eV/Å
- HOMO: -0.30451 Ha

---

2.
Below is a 6-piece molecular cluster, C21H40N6O7 overall at a distorted geometry, with properties calculated with wB97M-V/def2-TZVPD.

```
74
Properties=species:S:1:pos:R:3:mulliken_charge:R:1
C 0.59 -5.92 7.77 0.0972
O 1.64 -6.38 7.32 -0.6030
N 0.56 -5.01 8.79 0.0131
C -0.75 -4.18 8.85 -0.8962
C 1.82 -4.56 9.44 -0.9173
H -0.41 -5.98 7.32 0.3450
H -0.79 -3.63 7.91 0.3325
H -0.75 -3.48 9.68 0.3201
H -1.57 -4.87 9.02 0.3270
H 2.55 -5.32 9.17 0.3290
H 2.33 -3.68 9.05 0.2900
H 1.53 -4.64 10.48 0.3624
C -1.40 12.54 -5.84 0.1942
O -2.40 12.01 -5.36 -0.5848
N -0.13 12.15 -5.51 0.0812
C 0.99 13.05 -6.01 -0.8683
C 0.20 10.99 -4.72 -0.9158
H -1.40 13.29 -6.65 0.2571
H 0.55 13.65 -6.80 0.2867
H 1.80 12.51 -6.49 0.3211
H 1.42 13.72 -5.25 0.2837
H -0.64 10.70 -4.08 0.3094
H 0.58 10.24 -5.41 0.3055
H 0.98 11.12 -3.97 0.3301
C -2.74 -0.74 -5.96 0.0009
O -2.06 -1.79 -6.00 -0.5874
N -3.89 -0.49 -5.30 0.0986
C -4.44 0.79 -5.13 -0.9179
C -4.34 -1.56 -4.45 -0.9614
H -2.38 0.13 -6.53 0.3635
H -5.38 0.82 -4.58 0.3183
H -4.75 1.36 -6.00 0.3345
H -3.79 1.37 -4.47 0.3574
H -4.25 -2.55 -4.88 0.3137
H -3.83 -1.53 -3.49 0.3076
H -5.42 -1.42 -4.37 0.3710
C -0.20 -7.50 -1.48 0.1318
O 1.06 -7.47 -1.51 -0.6219
N -0.95 -7.60 -0.38 0.0988
C -2.34 -8.13 -0.44 -0.8130
C -0.28 -7.39 0.92 -0.9125
H -0.72 -7.57 -2.45 0.3048
H -2.39 -9.16 -0.07 0.3158
H -2.72 -8.20 -1.45 0.2770
H -2.98 -7.51 0.19 0.2890
H -0.76 -6.84 1.73 0.3098
H -0.38 -8.40 1.31 0.3334
H 0.76 -7.04 0.90 0.2873
C 5.08 -0.88 3.81 0.1895
O 5.20 0.18 4.43 -0.6076
N 5.49 -1.05 2.52 0.0940
C 5.19 -2.28 1.84 -1.0788
C 6.09 -0.01 1.63 -0.8886
H 4.69 -1.82 4.22 0.2917
H 4.82 -2.22 0.82 0.3104
H 4.31 -2.73 2.31 0.3615
H 6.16 -2.77 1.95 0.3693
H 5.29 0.46 1.06 0.3109
H 6.36 0.87 2.21 0.3363
H 6.82 -0.39 0.91 0.3116
C -0.16 2.62 -1.53 -0.1569
C 0.33 1.34 -1.35 -0.8999
C -0.29 0.65 -0.30 -0.0805
C -1.36 1.15 0.44 0.0204
C -1.75 2.45 0.20 0.0191
C -1.15 3.24 -0.80 -0.6902
N -2.05 0.26 1.40 0.8575
O -1.43 -0.56 2.10 -0.5400
O -3.21 0.50 1.57 -0.5343
H 0.31 3.29 -2.23 0.3530
H 1.17 1.00 -1.94 0.4619
H 0.13 -0.29 0.01 0.4219
H -2.57 2.86 0.77 0.3850
H -1.58 4.22 -0.86 0.3841
```

- ΔE to the lowest compared entry with this formula, charge and spin: 3.323 eV
- SMILES: O=[N+]([O-])c1ccccc1.CN(C)C=O.CN(C)C=O.CN(C)C=O.CN(C)C=O.CN(C)C=O
- Charge: 0
- Spin multiplicity: 1
- Largest force on an atom: 3.52 eV/Å
- HOMO: -0.33590 Ha

---

3.
Below is C21H41As3BN6Os as an isolated structure, with properties calculated with wB97M-V/def2-TZVPD.

```
73
Properties=species:S:1:pos:R:3:lowdin_spin:R:1
Os 0.31 -0.67 -1.66 2.2510
C -3.35 -1.23 -1.37 0.0103
As -1.76 -1.16 -0.26 0.0309
C -2.10 -2.70 0.86 0.0000
C -2.28 0.37 0.86 0.0071
C -1.47 0.88 2.07 0.0056
C -2.40 1.88 2.79 0.0305
C -0.22 1.67 1.64 0.0295
As 1.15 0.90 0.45 0.1435
C 2.35 -0.03 1.65 0.0235
C 2.18 2.49 0.10 0.0274
C -1.13 -0.28 3.02 0.0958
As -0.82 0.19 4.90 0.5961
C -1.02 -1.42 5.94 0.0955
C 0.96 0.84 5.25 0.0964
H -4.21 -1.46 -0.74 0.0009
H -3.24 -2.02 -2.11 0.0005
H -3.51 -0.28 -1.87 0.0002
H -3.05 -2.51 1.37 -0.0004
H -1.32 -2.90 1.58 0.0005
H -2.23 -3.57 0.22 0.0002
H -3.28 0.08 1.21 0.0000
H -2.43 1.19 0.16 0.0000
H -2.79 2.62 2.10 0.0011
H -1.86 2.42 3.57 0.0151
H -3.25 1.36 3.25 0.0029
H 0.34 1.99 2.53 0.0041
H -0.54 2.59 1.14 0.0000
H 2.56 0.61 2.51 0.0041
H 3.28 -0.22 1.11 0.0001
H 1.95 -0.99 1.98 0.0005
H 2.41 2.98 1.04 0.0049
H 1.64 3.18 -0.55 0.0001
H 3.11 2.20 -0.39 0.0001
H -0.24 -0.84 2.72 0.0158
H -1.97 -0.97 3.09 -0.0004
H -2.04 -1.79 5.89 0.0008
H -0.76 -1.21 6.97 -0.0003
H -0.33 -2.15 5.51 0.0220
H 1.16 1.77 4.71 0.0003
H 1.64 0.05 4.94 0.0215
H 1.05 1.02 6.32 0.0002
B 3.80 -1.25 -1.55 -0.0007
N 3.16 -0.27 -2.58 -0.0011
C 3.89 0.49 -3.38 0.0625
C 3.05 1.25 -4.20 0.0278
C 1.79 0.90 -3.84 0.0274
N 1.84 -0.04 -2.84 0.0714
N 2.77 -2.26 -0.94 0.0000
C 3.14 -3.37 -0.33 0.0576
C 2.02 -4.13 0.01 0.0252
C 0.96 -3.40 -0.45 0.0350
N 1.41 -2.24 -1.03 0.0719
H 4.63 -1.90 -2.13 -0.0008
H 4.33 -0.62 -0.65 -0.0008
H 4.97 0.43 -3.34 0.0027
H 3.35 1.96 -4.96 0.0008
H 0.86 1.24 -4.24 0.0005
H 4.19 -3.57 -0.17 0.0027
H 2.00 -5.10 0.49 0.0008
H -0.08 -3.64 -0.45 0.0028
C -2.99 1.75 -5.40 0.0002
N -2.16 1.64 -4.19 0.0030
C -1.83 2.67 -3.34 0.0016
C -1.06 2.13 -2.36 0.0075
N -0.92 0.77 -2.60 0.0323
C -1.61 0.52 -3.72 0.0234
H -3.24 2.79 -5.56 0.0000
H -3.90 1.17 -5.29 0.0001
H -2.43 1.38 -6.26 0.0000
H -2.16 3.68 -3.50 0.0002
H -0.58 2.62 -1.53 0.0003
H -1.70 -0.44 -4.20 0.0074
```

- ⟨S²⟩: 6.02
- ΔE to the lowest compared entry with this formula, charge and spin: 0.000 eV
- Charge: +3
- Spin multiplicity: 5
- Largest force on an atom: 0.56 eV/Å
- HOMO (spin up / spin down): -0.59015 / -0.60632 Ha

---

4.
Below is a 2-piece molecular cluster, C21H41BrClNO8PS2 overall at a distorted geometry, with properties calculated with wB97M-V/def2-TZVPD.

```
76
Properties=species:S:1:pos:R:3:mulliken_charge:R:1
C -1.07 -0.72 -5.02 -1.3637
C -1.54 -0.82 -3.56 0.5897
C -1.36 -2.24 -3.01 -0.6532
C -2.19 -2.48 -1.73 -0.9392
C -1.88 -1.42 -0.66 0.0618
C -1.96 -1.93 0.80 -0.6077
C -2.95 -1.11 1.64 -1.5646
C -2.40 0.29 1.97 0.2157
C -1.46 0.25 3.18 -2.1175
C -0.54 1.48 3.40 3.1035
P -1.57 3.06 3.64 -0.0520
O -2.43 3.22 2.26 -0.5248
Cl -3.09 2.35 4.86 -0.2467
C 0.04 1.32 4.85 -1.5939
O 0.25 -0.03 5.19 -0.2260
N -0.59 -0.39 6.28 0.0970
O -0.56 -1.53 6.44 -0.3370
C 1.26 2.16 5.13 -0.2206
Br 1.80 1.93 6.99 -0.1941
O 2.36 1.73 4.34 -0.3577
S 2.18 2.26 2.84 1.7420
O 3.26 1.72 2.09 -0.7061
O 2.06 3.69 2.89 -0.7639
C 0.54 1.63 2.23 0.3624
C 0.16 2.65 1.15 -1.6521
C 1.13 2.85 -0.04 -0.6377
C 0.39 2.65 -1.35 -0.4517
O 1.11 3.29 -2.40 -0.5892
C 0.83 0.29 1.53 -0.0639
S 1.62 -1.01 2.53 -0.1273
C 3.16 -1.33 1.63 -0.0849
C 3.44 -2.83 1.53 -1.1855
H 0.01 -0.66 -5.06 0.2265
H -1.36 -1.57 -5.63 0.3818
H -1.48 0.19 -5.47 0.3703
H -0.96 -0.10 -2.97 -0.5531
H -2.60 -0.57 -3.48 0.3051
H -1.70 -2.95 -3.77 0.4596
H -0.32 -2.44 -2.76 0.2854
H -1.91 -3.46 -1.33 0.4006
H -3.25 -2.47 -1.99 0.2565
H -0.85 -1.11 -0.84 -0.1058
H -2.54 -0.57 -0.78 0.4073
H -2.30 -2.97 0.80 0.6035
H -0.98 -1.90 1.27 0.2535
H -3.85 -0.96 1.04 0.5007
H -3.24 -1.64 2.55 0.3998
H -1.89 0.64 1.07 -0.6051
H -3.25 0.95 2.12 0.6447
H -2.10 0.13 4.05 1.1600
H -0.88 -0.67 3.12 0.3132
H -2.32 4.12 1.95 0.3821
H -0.72 1.69 5.54 0.8209
H 1.07 3.22 5.02 0.6546
H -0.80 2.32 0.76 0.3724
H -0.03 3.63 1.59 0.6584
H 2.02 2.24 -0.01 0.4784
H 1.47 3.89 -0.04 0.2099
H -0.61 3.10 -1.29 0.3391
H 0.27 1.59 -1.58 0.1311
H 1.07 2.74 -3.17 0.3684
H -0.08 -0.11 1.10 -1.4913
H 1.52 0.46 0.70 0.8137
H 3.97 -0.83 2.16 0.3524
H 3.11 -0.87 0.64 0.2666
H 2.95 -3.40 2.32 0.3372
H 3.16 -3.23 0.55 0.2943
H 4.51 -3.00 1.63 0.3756
C 2.47 -2.10 -7.23 -1.0100
C 1.22 -2.00 -8.13 -0.4251
O 0.07 -1.95 -7.43 -0.7792
H 2.43 -3.00 -6.62 0.2339
H 3.40 -2.14 -7.83 0.3913
H 2.54 -1.23 -6.57 0.2198
H 1.31 -2.86 -8.85 0.2020
H 1.41 -1.11 -8.80 0.1876
```

- Charge: -1
- Spin multiplicity: 1
- Largest force on an atom: 1.07 eV/Å
- HOMO: -0.09106 Ha

---

The highest spin multiplicity belongs to which entry? C21H41As3BN6Os